[1]
11
Properties=species:S:1:pos:R:3 method="wB97M-V/def2-TZVPD" relative_energy_ev=0.000 total_energy_ha=-1388.9471 mol_weight_g_mol=235.1
O 3.0003 1.0772 -1.0106
O 0.5430 0.3337 0.9931
H 2.2610 1.7000 -1.3377
Yb 2.5823 -0.2919 0.5390
C -0.7948 0.2896 0.6280
C -1.2097 -0.9241 -0.1896
H -0.9816 1.1999 0.0225
H -1.4096 0.3241 1.5487
H -1.0395 -0.7470 -1.2627
H -0.6672 -1.8248 0.1386
H -2.2841 -1.1366 -0.0693

=====

[2]
17
Properties=species:S:1:pos:R:3 method="wB97M-V/def2-TZVPD" relative_energy_ev=4.815 charge=+2 total_energy_ha=-359.3223 mol_weight_g_mol=111.1
C -2.1104 0.6096 -0.7340
C -0.8436 1.1796 -0.5408
C -2.9426 -1.5237 0.1847
C 0.2851 -1.9109 0.2668
C 0.2565 -0.8468 1.0187
N -2.5416 -0.4829 -0.1511
N 0.2540 0.6267 -0.1068
N 1.3462 1.5072 -0.0784
H -2.8316 1.2908 -1.0166
H -0.5163 2.0584 -1.0730
H -3.3548 -2.4346 0.4834
H 0.4797 -2.8905 0.6473
H 0.2493 -1.9245 -0.7864
H 0.2009 -0.3880 2.0008
H 1.4370 2.0783 -0.9289
H 2.1883 0.9460 0.0111
H 1.2546 2.3058 0.6707

=====

[3]
75
Properties=species:S:1:pos:R:3 method="wB97M-V/def2-TZVPD" multiplicity=6 relative_energy_ev=0.000 charge=-1 total_energy_ha=-3144.1806 mol_weight_g_mol=892.6
Ru -1.0015 0.4584 0.1677
C 0.3301 -3.1991 5.3102
C -0.3276 -4.1900 4.5848
C -0.6571 -3.9979 3.2448
C -0.3171 -2.7923 2.6706
C -0.5667 -2.2462 1.3124
N -0.9852 -2.9338 0.3025
C -1.2757 -2.3495 -0.8927
C -1.5308 -3.0740 -2.1180
C -1.4331 -4.4222 -2.4485
C -1.7707 -4.7993 -3.7381
C -2.1992 -3.8497 -4.6828
C -2.2970 -2.5080 -4.3524
C -1.9575 -2.1294 -3.0582
C -1.9495 -0.8447 -2.3866
N -2.4092 0.3161 -2.9177
C -2.0815 1.4608 -2.4099
N -1.0804 1.6998 -1.5018
C -0.9927 3.0558 -1.2761
N -0.1350 3.6687 -0.5264
C 0.6211 2.9954 0.3788
N 0.3065 1.7986 0.9446
C 1.2027 1.5025 1.9232
N 1.1605 0.4316 2.7704
C 0.4795 -0.6288 2.4943
N -0.1144 -0.9441 1.2948
C 0.3304 -1.8027 3.3945
C 0.6716 -1.9851 4.7176
C 2.1846 2.5606 1.9858
C 3.3228 2.7388 2.7667
C 4.0919 3.8690 2.5440
C 3.7351 4.8075 1.5581
C 2.5972 4.6346 0.7864
C 1.8217 3.5019 1.0128
C -2.0054 3.7434 -2.1190
C -2.3585 5.0705 -2.2232
C -3.4220 5.3887 -3.0663
C -4.1011 4.3949 -3.7683
C -3.7355 3.0555 -3.6466
C -2.6795 2.7583 -2.8152
N -1.5209 -1.0254 -1.1112
H 0.5643 -3.3708 6.3538
H -0.6007 -5.1157 5.0767
H -1.1742 -4.7567 2.6689
H -1.0997 -5.1470 -1.7141
H -1.7106 -5.8432 -4.0262
H -2.4590 -4.1782 -5.6825
H -2.6257 -1.7667 -5.0718
H 1.1763 -1.2005 5.2688
H 3.5905 2.0103 3.5254
H 4.9847 4.0367 3.1358
H 4.3663 5.6743 1.3981
H 2.3158 5.3512 0.0225
H -1.8360 5.8292 -1.6537
H -3.7348 6.4218 -3.1691
H -4.9336 4.6695 -4.4056
H -4.2662 2.2678 -4.1683
O -3.1050 1.9316 0.3407
S -3.2898 1.2185 1.6343
O -1.9891 1.2289 2.3572
O -4.4082 1.6904 2.4149
S -3.5009 -0.7356 1.1081
C 4.3382 -1.4771 -1.5880
Sb 2.6231 -1.0523 -0.3394
C 2.2451 -3.1462 0.0162
C 3.8671 -0.9091 1.4176
H 5.0296 -2.1253 -1.0423
H 4.8524 -0.5493 -1.8575
H 4.0234 -1.9787 -2.5080
H 3.1833 -3.6865 -0.1284
H 1.4804 -3.5354 -0.6595
H 1.8985 -3.2822 1.0449
H 4.4355 -1.8381 1.5012
H 3.2550 -0.7609 2.3103
H 4.5527 -0.0640 1.3133

=====

[4]
78
Properties=species:S:1:pos:R:3 method="wB97M-V/def2-TZVPD" charge=+1 total_energy_ha=-2307.7659 mol_weight_g_mol=479.6
C 0.5982 -2.2932 2.7427
C -0.2839 -0.9360 3.1609
C -0.8590 -0.2388 1.8122
C -2.4601 0.0169 1.7207
N -3.2552 -0.1771 2.9840
N -3.5653 -1.5383 3.1792
S -5.2092 -1.9092 2.6114
H -0.0897 -3.2454 2.7903
H 1.0231 -2.2270 1.6515
H 1.5499 -2.4150 3.4524
H 0.5270 -0.1958 3.6302
H -1.0501 -1.1610 4.0102
H -0.2943 0.7870 1.5952
H -0.5676 -0.9433 0.8929
H -2.6126 1.1557 1.3964
H -2.9097 -0.6447 0.8574
H -4.2086 0.2657 2.8254
H -2.8902 -2.1794 2.6711
H -3.5819 -1.7019 4.2128
H -5.0948 -2.2227 1.2473
O -2.9844 3.0447 0.0278
P -3.2843 4.5620 -0.0430
N -4.8924 4.3322 -0.4358
C -5.5667 4.2575 -1.7065
C -5.7830 3.9793 0.6629
N -2.1583 4.8017 -1.3158
C -2.4249 5.1088 -2.7078
C -0.9580 3.9564 -1.2586
N -3.6291 6.3064 -0.1243
C -4.5084 7.0655 -0.9887
C -2.5914 7.1323 0.4866
H -6.4684 4.8903 -1.6879
H -5.8747 3.2393 -1.9458
H -4.9795 4.6305 -2.5386
H -6.1089 4.8855 1.1840
H -5.2771 3.3367 1.3910
H -6.6759 3.4388 0.3333
H -3.1103 4.3930 -3.1700
H -1.5119 5.0736 -3.3170
H -2.7780 6.1303 -2.8391
H -1.1299 2.9700 -1.7065
H -0.6208 3.8181 -0.2304
H -0.1121 4.4271 -1.7814
H -4.4917 6.7533 -2.0311
H -4.2655 8.1335 -0.9934
H -5.5423 6.9955 -0.6334
H -1.8005 7.3712 -0.2313
H -2.1364 6.6079 1.3326
H -3.0008 8.0662 0.8856
O 3.0672 -3.0810 0.0846
P 3.7743 -4.2027 -0.7150
N 4.4664 -4.8808 0.6467
C 5.7482 -4.6778 1.2718
C 3.5954 -5.7092 1.4713
N 4.6953 -3.0765 -1.6253
C 6.1183 -2.8075 -1.5502
C 4.0104 -1.8155 -1.9405
N 4.5871 -5.4921 -1.6341
C 5.8723 -6.1322 -1.4465
C 4.0746 -5.6481 -2.9925
H 6.2072 -5.6516 1.5062
H 5.6644 -4.1127 2.2005
H 6.4704 -4.1723 0.6401
H 3.5558 -6.7259 1.0666
H 2.5743 -5.3143 1.4880
H 3.9253 -5.7721 2.5130
H 6.4458 -2.5694 -0.5343
H 6.4038 -1.9398 -2.1596
H 6.7090 -3.6190 -1.9721
H 4.0877 -1.0913 -1.1204
H 2.9548 -1.9832 -2.1589
H 4.4251 -1.3511 -2.8476
H 6.6787 -5.4506 -1.1832
H 6.2089 -6.6591 -2.3458
H 5.8057 -6.8933 -0.6614
H 4.5912 -4.9819 -3.6905
H 3.0061 -5.4138 -3.0255
H 4.1761 -6.6792 -3.3469

=====

[5]
58
Properties=species:S:1:pos:R:3 method="wB97M-V/def2-TZVPD" charge=-1 total_energy_ha=-2673.6493 mol_weight_g_mol=478.7
V -0.1296 0.0836 -0.4914
N -1.1988 1.9953 -0.2568
C -0.6515 2.7364 0.8853
C -0.4320 1.7114 1.9764
O -0.3767 2.0350 3.1557
N -0.3097 0.4653 1.4657
C -0.1157 -0.6070 2.4319
C 0.4255 -1.8082 1.6808
O 0.7999 -2.8117 2.2623
O 0.3873 -1.6491 0.3939
H -1.1503 2.5144 -1.1242
H -2.1684 1.7565 -0.0880
H -1.3027 3.5321 1.2458
H 0.3102 3.1717 0.6029
H -1.0708 -0.8962 2.8829
H 0.5426 -0.3207 3.2498
B 0.0406 2.3453 -4.8569
C -0.0174 1.6340 -3.4518
N -0.0329 1.1349 -2.4103
H 1.1607 2.1680 -5.2959
H -0.1759 3.5267 -4.6532
H -0.8119 1.8517 -5.5684
C -2.9254 -1.6255 0.5976
C -2.8009 -1.4467 -0.9183
C -3.9230 -0.4921 -1.3853
C -1.4806 -0.8024 -1.2705
C -2.9390 -2.7775 -1.6681
C -3.0230 -4.0012 -1.0138
C -3.1426 -5.1889 -1.7281
C -3.1802 -5.1751 -3.1122
C -3.0900 -3.9595 -3.7794
C -2.9685 -2.7802 -3.0644
H -2.8253 -0.6550 1.0861
H -2.1359 -2.2715 0.9796
H -3.8970 -2.0503 0.8614
H -3.9151 0.4218 -0.7871
H -4.8953 -0.9741 -1.2588
H -3.8050 -0.2105 -2.4313
H -1.1157 -1.0333 -2.2799
H -2.9809 -4.0465 0.0652
H -3.1957 -6.1290 -1.1929
H -3.2698 -6.0997 -3.6684
H -3.1052 -3.9310 -4.8620
H -2.8789 -1.8456 -3.6061
Cl 3.0485 0.1306 1.8720
C 2.8823 1.5157 0.8403
C 3.2316 2.7483 1.3695
C 3.1766 3.8851 0.5784
C 2.7931 3.7631 -0.7483
C 2.4367 2.5273 -1.2625
C 2.4353 1.3580 -0.4826
C 1.9403 0.0702 -1.0274
H 3.5466 2.8038 2.4029
H 3.4452 4.8483 0.9930
H 2.7697 4.6339 -1.3924
H 2.1428 2.4524 -2.2995
H 2.3517 -0.7953 -0.5198
H 2.0848 0.0031 -2.1011

=====

[6]
92
Properties=species:S:1:pos:R:3 method="wB97M-V/def2-TZVPD" multiplicity=3 charge=+1 total_energy_ha=-2947.5426 mol_weight_g_mol=638.6
Ti 0.5752 0.5898 0.7415
O 3.7739 3.2683 -0.0736
C 2.9432 2.3060 0.3915
O 2.0078 1.8139 -0.3059
C 2.9489 2.1235 1.8177
C 3.8640 2.6709 2.7339
C 3.7997 2.1443 3.9870
C 2.8156 1.2025 4.3387
C 1.9623 0.7612 3.3518
N 1.9082 1.3054 2.1530
C 0.9482 -0.4080 3.4430
O 0.9107 -1.3632 4.1854
O 0.1034 -0.2304 2.4194
H 3.3823 3.5831 -0.9373
H 4.6232 3.4028 2.4496
H 4.4690 2.5810 4.7344
H 2.7995 0.7527 5.3340
C -3.0278 4.0346 2.3526
C -1.6593 3.8883 1.5821
C -1.7721 4.8818 0.4281
C -1.5088 2.4337 1.0016
C -0.8376 2.2721 -0.2126
C -1.2045 1.2871 -1.0893
C -1.4019 1.5845 -2.5883
C -0.7343 2.8728 -3.1311
C -2.9514 1.5415 -2.8665
C -1.6101 0.0862 -0.4718
C -2.1600 0.0660 0.8732
C -2.2630 1.3166 1.4872
C -2.8667 -1.1688 1.4070
C -2.9357 -1.2880 2.9651
C -4.2798 -1.3956 0.6988
C -1.5474 -1.2004 -1.2809
C -2.6683 -1.5855 -2.0279
C -2.6323 -2.6516 -2.9744
C -1.4882 -3.4671 -2.9678
C -0.4281 -3.2500 -2.0577
C -0.4069 -1.9964 -1.3777
P 1.1870 -1.5076 -0.5849
C 1.7725 -3.0304 0.4899
C 2.9636 -2.6567 1.4208
C 2.3285 -4.2326 -0.2927
C 0.5524 -3.4371 1.3609
C 2.3138 -1.3855 -2.0726
C 1.8985 -0.0896 -2.7797
C 2.2869 -2.5130 -3.0980
C 3.7899 -1.1642 -1.5559
H -3.2810 5.0788 2.4512
H -2.9478 3.6094 3.3952
H -3.9168 3.5407 1.9950
H -0.7453 4.0738 2.2271
H -2.7497 4.6676 -0.0641
H -1.0047 4.7307 -0.3799
H -1.8601 5.9135 0.8076
H -0.1982 3.0373 -0.5046
H -1.0368 0.7527 -3.1849
H -0.4691 3.7157 -2.4652
H -1.4842 3.2237 -3.8235
H 0.1186 2.6295 -3.7842
H -3.4055 2.5138 -2.6370
H -3.4411 0.7996 -2.2046
H -3.1220 1.3021 -3.9321
H -2.8365 1.4231 2.3891
H -2.2180 -2.0155 1.1906
H -3.8716 -0.8519 3.3331
H -2.0356 -0.9177 3.4150
H -2.9220 -2.3451 3.2132
H -4.4771 -0.7193 -0.1220
H -5.0564 -1.3731 1.4752
H -4.3581 -2.4503 0.2933
H -3.5779 -1.0244 -1.9268
H -3.4319 -2.9837 -3.5949
H -1.3718 -4.2190 -3.7540
H 0.4650 -3.8800 -2.1604
H 2.8448 -1.7801 1.9946
H 3.8965 -2.5625 0.8820
H 3.0451 -3.5469 2.0396
H 3.1897 -3.9488 -0.9156
H 1.5449 -4.7549 -0.8513
H 2.7292 -4.9293 0.4738
H 0.3704 -2.5867 2.0077
H 0.7908 -4.3621 1.9014
H -0.3357 -3.5806 0.7376
H 0.9055 -0.1419 -3.2034
H 2.5627 0.1052 -3.6139
H 1.8815 0.7079 -2.1007
H 1.2473 -2.5837 -3.5045
H 2.5791 -3.5295 -2.7570
H 2.9511 -2.2259 -3.9696
H 3.7687 -0.4706 -0.7265
H 4.4867 -0.7228 -2.2757
H 4.2337 -2.0678 -1.1670

=====

[7]
29
Properties=species:S:1:pos:R:3 method="wB97M-V/def2-TZVPD" multiplicity=2 charge=+3 total_energy_ha=-1016.4645 mol_weight_g_mol=441.2
Re 0.6521 -1.3660 -0.6390
N 2.8217 -3.0786 2.4728
C 1.6357 -2.9087 1.9543
N 1.7960 -2.1227 0.8597
C 3.1662 -1.8596 0.8234
N 3.8036 -2.4262 1.7854
C 3.6203 -0.9870 -0.2450
C 4.9087 -0.5456 -0.4746
N 5.1685 0.2934 -1.4766
C 4.1704 0.6967 -2.2468
C 2.8591 0.2604 -2.0372
N 2.6023 -0.5831 -1.0354
H 3.0698 -3.6165 3.3017
H 0.7140 -3.3154 2.3442
H 5.7284 -0.8707 0.1558
H 4.3952 1.3861 -3.0512
H 2.0417 0.5928 -2.6639
C -1.9518 -0.6709 -3.7118
C -1.9678 -1.4656 -2.4666
N -2.9716 -2.1593 -2.0839
O -0.8716 -1.4861 -1.6782
H -1.7877 -1.3516 -4.5563
H -1.1610 0.0733 -3.7004
H -2.9158 -0.1832 -3.8675
H -3.8285 -2.1596 -2.6360
H -2.9712 -2.7287 -1.2420
F -1.1014 0.9384 0.1857
B 0.0109 0.3393 0.4990
F 0.8352 0.7204 1.4352

=====

[8]
13
Properties=species:S:1:pos:R:3 method="wB97M-V/def2-TZVPD" smiles="NC=O.CSS" relative_energy_ev=0.251 total_energy_ha=-1006.7748 mol_weight_g_mol=125.2
N -0.3332 0.2066 -2.1983
C 0.8295 0.5132 -1.5406
O 0.9580 1.3348 -0.6707
H -1.2175 0.1459 -1.7198
H -0.1874 -0.4078 -2.9826
H 1.6851 -0.0750 -1.9198
C 0.4331 -0.9064 1.7380
S -1.1642 -0.3714 2.3871
S -2.0005 0.7746 0.9025
H 0.3374 -1.4839 0.8233
H 0.8014 -1.5478 2.5335
H 1.0710 -0.0380 1.6239
H -1.2125 1.8552 1.0235